No. 1
2 unconnected molecules or ions with the total composition C4H8Cl4, computed with ωB97M-V/def2-TZVPD.

Each line ends with the natural charge from an NBO analysis.
Geometry (Å):
Cl: -3.16 1.33 -3.58  -0.0840
C: -2.74 0.71 -1.93  -0.3665
C: -2.95 1.77 -0.85  -0.3858
Cl: -2.95 1.07 0.81  -0.0599
H: -1.66 0.55 -2.03  0.2171
H: -3.29 -0.22 -1.87  0.2328
H: -3.88 2.29 -1.08  0.2245
H: -2.18 2.54 -0.89  0.2222
Cl: 3.51 -2.92 0.35  -0.0515
C: 2.46 -1.99 1.44  -0.3888
C: 2.98 -0.50 1.50  -0.4028
Cl: 4.64 -0.37 2.08  -0.0424
H: 2.50 -2.44 2.44  0.2244
H: 1.48 -1.99 0.97  0.2232
H: 2.37 0.15 2.12  0.2206
H: 2.87 0.01 0.54  0.2168

## Properties
SMILES = ClCCCl.ClCCCl
frontier orbital gap = 11.12 eV
HOMO level = -10.8 eV
charge = 0
ΔE to the lowest compared entry with this formula, charge and spin = 0.4843 eV

No. 2
A molecular structure, C4H8Cl4F6Mg2N3O12S6, computed with ωB97M-V/def2-TZVPD.

Each line ends with the natural charge from an NBO analysis.
Geometry (Å):
Mg: -1.11 -0.45 0.29  1.7941
Mg: 1.35 -4.49 -1.19  1.1366
N: 0.33 -0.78 -0.78  -1.2657
S: 0.49 -1.47 -2.39  2.3315
O: 0.79 -2.92 -2.45  -0.9846
O: 0.95 -0.56 -3.47  -0.7549
F: -1.10 -1.35 -2.71  -0.4583
S: 1.90 -0.61 -0.72  2.3984
O: 2.51 0.50 -1.41  -0.8410
O: 2.69 -1.85 -0.61  -0.8865
F: 1.79 -0.09 0.77  -0.4940
N: 0.20 -3.87 0.07  -1.2964
S: -1.52 -3.76 0.03  2.3615
O: -2.01 -2.42 0.25  -0.9723
O: -2.39 -4.87 0.39  -0.7824
F: -1.53 -3.83 -1.57  -0.4871
S: 0.20 -3.56 1.64  2.3176
O: 0.03 -4.56 2.77  -0.7747
O: -0.04 -2.12 1.86  -0.9458
F: 1.82 -3.58 1.67  -0.5117
N: -5.32 -0.70 -0.45  -0.9445
S: -4.10 0.34 -1.04  2.3142
O: -4.30 1.13 -2.24  -0.7991
O: -2.69 0.07 -0.60  -1.0938
F: -4.43 1.63 0.01  -0.5176
S: -5.17 -1.56 -1.71  2.3352
O: -3.86 -2.16 -1.98  -0.8917
O: -6.20 -1.17 -2.74  -0.8476
F: -5.78 -2.84 -0.94  -0.5103
Cl: -0.82 1.94 0.80  -0.0844
C: -0.98 3.01 2.16  -0.3803
C: 0.40 3.12 2.80  -0.4054
Cl: 1.02 1.49 3.18  -0.0390
H: -1.78 2.69 2.83  0.2457
H: -1.31 3.91 1.64  0.2485
H: 0.34 3.70 3.72  0.2370
H: 1.17 3.55 2.16  0.2440
Cl: 3.87 3.90 1.98  -0.0629
C: 4.94 4.01 0.58  -0.4006
C: 4.62 3.03 -0.57  -0.3539
Cl: 5.60 3.53 -2.03  -0.0809
H: 5.93 3.81 0.98  0.2205
H: 4.97 5.06 0.27  0.2276
H: 3.57 3.13 -0.87  0.2257
H: 4.94 2.01 -0.35  0.2294

## Properties
expectation value of S² = 0.752
2S+1 = 2
frontier orbital gap (alpha / beta) = 4.75 / 7.99 eV
HOMO level (alpha / beta) = -7.4 / -10.4 eV
charge = 0
ΔE to the lowest compared entry with this formula, charge and spin = 0.0000 eV

No. 3
2 unconnected molecules or ions with the total composition C4H8ClF, computed with ωB97M-V/def2-TZVPD.

Each line ends with the natural charge from an NBO analysis.
Geometry (Å):
C: -2.77 0.89 -0.37  -0.5094
C: -2.25 -0.31 -0.51  0.2327
F: -2.17 -1.19 0.50  -0.3394
H: -2.82 1.56 -1.22  0.2192
H: -3.16 1.22 0.58  0.2169
H: -1.84 -0.72 -1.43  0.1768
C: 0.15 0.50 0.55  -0.6110
C: 1.57 0.93 0.26  -0.3553
Cl: 2.59 -0.45 -0.27  -0.0891
H: -0.31 0.06 -0.33  0.2076
H: 0.13 -0.25 1.35  0.2220
H: -0.44 1.36 0.87  0.2151
H: 2.06 1.35 1.14  0.2086
H: 1.61 1.67 -0.55  0.2053

## Properties
SMILES = C=CF.CCCl
frontier orbital gap = 10.88 eV
HOMO level = -9.9 eV
charge = 0
ΔE to the lowest compared entry with this formula, charge and spin = 1.5986 eV

No. 4
C4H8ClF2N in the gas phase, computed with ωB97M-V/def2-TZVPD.

Each line ends with the natural charge from an NBO analysis.
Geometry (Å):
C: 0.15 -1.33 -0.57  -0.6196
C: 0.00 0.00 0.15  -0.0184
N: 0.04 -0.10 1.55  -0.8625
C: 1.17 0.88 -0.29  0.0653
F: 2.31 0.44 0.39  -0.3676
C: -1.24 0.72 -0.33  0.2906
F: -1.37 1.97 0.16  -0.3330
Cl: -2.83 -0.10 0.25  -0.1260
H: 1.09 -1.90 -0.29  0.2304
H: 0.18 -1.16 -1.62  0.2023
H: -0.70 -1.92 -0.28  0.2227
H: -0.87 -0.53 1.90  0.3894
H: 0.93 -0.41 1.96  0.4010
H: 1.06 1.94 -0.23  0.1865
H: 1.40 0.72 -1.36  0.1561
H: -1.30 0.77 -1.40  0.1829

## Properties
SMILES = C[C@@](N)(CF)[C@H](F)Cl
frontier orbital gap = 10.22 eV
HOMO level = -9.4 eV
charge = 0
ΔE to the lowest compared entry with this formula, charge and spin = 0.5583 eV

No. 5
C4H8ClN in the gas phase, computed with ωB97M-V/def2-TZVPD.

Each line ends with the natural charge from an NBO analysis.
Geometry (Å):
Cl: -1.59 -1.54 0.73  0.0039
C: 0.01 -1.03 0.39  -0.3929
C: -0.01 0.28 -0.42  -0.0836
C: 0.20 1.58 0.17  -0.4566
C: 1.61 1.92 -0.53  -0.2377
N: 1.37 0.43 -1.23  -0.6453
H: 0.84 -1.64 -0.37  0.2029
H: 0.57 -0.89 1.17  0.1911
H: -0.94 0.14 -1.13  0.2092
H: 0.34 1.85 1.40  0.2212
H: -0.56 2.43 -0.16  0.2258
H: 1.63 2.74 -1.52  0.2085
H: 2.52 2.17 0.31  0.2021
H: 2.05 -0.24 -1.18  0.3513

## Properties
SMILES = ClC[C@H]1CCN1
frontier orbital gap = 9.97 eV
HOMO level = -9.0 eV
charge = 0
ΔE to the lowest compared entry with this formula, charge and spin = 4.3641 eV

No. 6
A molecular structure, C4H8ClN3O2, computed with ωB97M-V/def2-TZVPD.

Each line ends with the natural charge from an NBO analysis.
Geometry (Å):
C: -2.47 -0.90 -0.28  -0.4280
C: -1.15 -1.19 0.45  -0.2012
C: -1.82 0.39 -0.59  -0.1924
C: 3.10 0.84 0.22  -0.1212
N: 0.45 0.69 0.43  0.3936
N: 1.20 0.02 1.31  -0.0110
N: -0.74 0.13 0.27  -0.2119
O: 0.53 1.72 -0.41  -0.5209
O: 2.46 0.43 1.35  -0.3484
Cl: 3.00 -0.37 -1.04  -0.0822
H: -2.54 -1.55 -1.25  0.2107
H: -3.46 -1.09 0.20  0.2349
H: -1.07 -1.75 1.36  0.2224
H: -0.49 -1.80 -0.29  0.1798
H: -1.51 0.39 -1.58  0.2072
H: -2.33 1.36 -0.30  0.2140
H: 2.62 1.70 -0.31  0.2363
H: 4.22 0.97 0.48  0.2184

## Properties
frontier orbital gap (alpha / beta) = 9.33 / 9.33 eV
HOMO level (alpha / beta) = -8.8 / -8.8 eV
charge = 0
ΔE to the lowest compared entry with this formula, charge and spin = 5.5930 eV

What is the formula in the first record? C4H8Cl4